Entry 1:
# C24H47BiN3O2P2

A molecular structure, C24H47BiN3O2P2 in a non-equilibrium geometry (the ωB97M-V functional and the def2-TZVPD basis, the OMol25 dataset).

Results
<S²>: 0.819
Multiplicity: 2
E_tot: -58607.8186 eV
Net charge: +2

Element x y z (Å)
C  -0.66  2.35  -1.73
C  -0.15  1.29  -2.68
N  0.06  0.08  -2.09
C  0.40  -1.06  -2.83
C  0.55  -0.89  -4.25
C  0.36  0.35  -4.83
C  0.01  1.48  -4.05
C  0.57  -2.26  -2.13
P  0.36  -2.21  -0.37
H  -0.16  2.47  -4.50
H  0.82  -1.76  -4.86
H  0.49  0.46  -5.92
C  1.34  2.72  -0.39
C  -0.86  2.93  0.63
H  0.83  -3.18  -2.67
H  -1.75  2.22  -1.60
H  -0.48  3.37  -2.13
C  1.84  -2.98  0.44
C  -0.95  -3.46  0.08
H  1.70  -2.98  1.53
H  1.99  -4.01  0.08
H  2.72  -2.36  0.19
H  -1.07  -3.51  1.17
H  -1.91  -3.17  -0.38
H  -0.68  -4.46  -0.30
H  -0.94  4.00  0.37
H  -1.87  2.48  0.66
H  -0.39  2.82  1.61
H  1.34  3.81  -0.61
H  1.80  2.54  0.59
H  1.91  2.19  -1.16
C  0.00  -0.14  1.84
O  0.02  -0.27  3.01
Bi  0.00  0.00  0.00
O  -2.33  0.02  -0.43
H  -2.63  -0.69  0.16
H  -2.23  -0.40  -1.30
N  -0.05  2.20  -0.37
C  4.80  2.11  0.26
C  4.30  2.45  1.68
C  5.56  2.57  2.57
C  3.73  3.91  1.61
P  3.05  1.03  2.35
N  2.27  0.35  0.92
C  4.10  -0.50  3.00
C  5.00  -0.28  4.24
C  3.11  -1.60  3.41
C  4.99  -1.04  1.87
C  2.12  1.73  4.04
C  1.62  0.73  5.15
C  3.08  2.62  4.89
C  0.93  2.64  3.72
H  5.51  2.88  -0.10
H  3.97  2.07  -0.46
H  5.32  1.14  0.22
H  6.22  3.39  2.22
H  5.34  2.79  3.63
H  6.19  1.67  2.50
H  2.99  4.14  0.85
H  3.31  4.29  2.55
H  4.54  4.62  1.35
H  4.44  -0.03  5.15
H  5.53  -1.23  4.50
H  5.78  0.48  4.13
H  2.28  -1.57  2.72
H  3.59  -2.60  3.48
H  2.65  -1.44  4.39
H  4.42  -1.21  0.94
H  5.82  -0.34  1.66
H  5.47  -1.99  2.17
H  2.44  0.23  5.69
H  1.09  1.28  5.96
H  0.91  -0.07  4.93
H  3.42  3.53  4.40
H  2.57  3.01  5.81
H  3.96  2.06  5.25
H  1.22  3.42  2.98
H  0.08  2.03  3.40
H  0.55  3.17  4.62

=====

Entry 2:
# C24H47F2GaNO9P2Si

A molecular structure, C24H47F2GaNO9P2Si in a non-equilibrium geometry (the ωB97M-V functional and the def2-TZVPD basis, the OMol25 dataset).

Results
Multiplicity: 1
E_tot: -129833.1281 eV
Net charge: -1

Element x y z (Å)
C  3.38  -2.12  -0.86
Si  2.93  -1.66  -2.66
C  3.70  0.09  -2.97
C  3.66  -2.96  -3.89
C  4.89  -2.26  -4.61
C  5.80  -3.22  -5.44
F  6.28  -4.25  -4.56
F  5.14  -3.77  -6.57
Ga  7.49  -2.12  -6.00
O  7.17  -1.14  -7.62
C  6.02  -0.47  -7.56
N  4.91  -0.20  -7.74
C  1.05  -1.42  -2.88
C  0.35  -0.73  -1.77
C  -1.09  -0.43  -1.80
C  -1.83  -0.85  -3.01
C  -1.15  -1.55  -4.11
C  0.29  -1.83  -4.06
H  4.08  -1.36  -0.39
H  3.89  -3.12  -0.77
H  2.44  -2.17  -0.24
H  3.48  0.34  -4.05
H  3.21  0.84  -2.31
H  4.82  0.07  -2.86
H  2.86  -3.30  -4.61
H  4.04  -3.86  -3.34
H  4.47  -1.50  -5.33
H  5.56  -1.78  -3.85
H  8.81  -3.00  -6.11
H  7.73  -1.00  -4.85
H  0.91  -0.38  -0.86
H  -1.60  0.11  -0.97
H  -2.92  -0.59  -3.05
H  -1.78  -1.82  -5.00
H  0.82  -2.34  -4.90
O  -3.18  -1.44  1.35
P  -3.89  -2.40  2.27
O  -4.14  -1.35  3.52
C  -5.23  -0.43  3.39
C  -6.58  -1.13  3.43
O  -2.50  -3.16  2.75
C  -1.29  -3.03  2.00
C  -0.48  -1.84  2.45
O  -4.79  -3.57  3.09
C  -4.25  -4.43  4.10
C  -3.72  -3.71  5.33
H  -5.12  0.13  2.46
H  -5.15  0.27  4.22
H  -6.71  -1.78  2.57
H  -7.39  -0.39  3.43
H  -6.66  -1.75  4.33
H  -1.50  -2.99  0.93
H  -0.72  -3.95  2.17
H  -1.09  -0.93  2.52
H  0.34  -1.65  1.77
H  -0.07  -2.01  3.45
H  -3.50  -5.09  3.67
H  -5.08  -5.07  4.42
H  -2.89  -3.05  5.11
H  -3.37  -4.45  6.06
H  -4.50  -3.11  5.80
O  -1.12  3.38  -0.15
P  -0.17  3.83  0.94
O  -1.26  3.66  2.18
C  -1.48  2.34  2.68
C  -0.27  1.79  3.42
O  -0.32  5.45  0.61
C  -0.82  5.91  -0.64
C  -2.33  6.09  -0.59
O  0.98  4.21  2.12
C  1.15  5.51  2.69
C  -0.05  6.05  3.44
H  -1.76  1.68  1.85
H  -2.33  2.39  3.37
H  0.58  1.65  2.74
H  -0.51  0.83  3.88
H  0.05  2.49  4.20
H  -0.52  5.26  -1.46
H  -0.35  6.88  -0.83
H  -2.83  5.22  -0.18
H  -2.73  6.29  -1.59
H  -2.59  6.93  0.06
H  1.49  6.21  1.93
H  1.98  5.42  3.40
H  -0.93  6.17  2.81
H  0.18  7.03  3.87
H  -0.34  5.37  4.25

=====

Entry 3:
# C24H47FNO3

4 unconnected molecules or ions with the total composition C24H47FNO3 (the ωB97M-V functional and the def2-TZVPD basis, the OMol25 dataset).

Results
Multiplicity: 1
E_tot: -35992.3586 eV
Net charge: +1

Element x y z (Å)
O  -2.40  -6.76  -5.38
C  -1.99  -5.79  -4.83
O  -2.68  -4.63  -4.72
C  -0.58  -5.76  -4.28
C  -0.02  -4.62  -3.67
C  1.26  -4.67  -3.20
N  1.97  -5.81  -3.32
O  3.28  -5.84  -2.91
C  1.46  -6.91  -3.92
F  2.26  -7.93  -3.96
C  0.18  -6.92  -4.41
H  -2.97  -4.47  -3.81
H  -0.58  -3.70  -3.58
H  1.75  -3.82  -2.75
H  3.28  -6.16  -1.99
H  -0.21  -7.80  -4.88
C  2.77  -0.42  -1.23
C  1.72  -1.13  -0.38
C  0.32  -1.09  -0.99
C  -0.26  0.31  -1.17
C  -0.36  1.13  0.12
C  -1.28  0.52  1.17
H  2.54  0.64  -1.35
H  3.76  -0.48  -0.77
H  2.84  -0.85  -2.23
H  1.70  -0.70  0.62
H  2.01  -2.18  -0.25
H  -0.36  -1.69  -0.37
H  0.35  -1.58  -1.97
H  -1.27  0.23  -1.60
H  0.33  0.86  -1.90
H  -0.72  2.13  -0.14
H  0.64  1.28  0.54
H  -2.29  0.41  0.77
H  -1.33  1.15  2.05
H  -0.93  -0.46  1.49
C  -1.75  1.60  8.01
C  -2.07  0.12  7.87
C  -1.38  -0.55  6.69
C  -1.77  0.02  5.32
C  -3.26  -0.02  5.00
C  -3.83  -1.44  4.95
H  -2.08  2.17  7.14
H  -2.25  2.03  8.88
H  -0.68  1.76  8.13
H  -3.16  -0.02  7.80
H  -1.77  -0.40  8.79
H  -1.59  -1.62  6.71
H  -0.30  -0.45  6.81
H  -1.22  -0.54  4.55
H  -1.42  1.05  5.24
H  -3.42  0.46  4.03
H  -3.82  0.57  5.72
H  -3.31  -2.04  4.20
H  -4.89  -1.42  4.69
H  -3.74  -1.94  5.91
C  -0.46  5.23  -1.81
C  0.19  4.17  -2.69
C  1.57  3.74  -2.21
C  2.63  4.85  -2.17
C  2.87  5.54  -3.51
C  3.38  4.60  -4.60
H  0.13  6.15  -1.78
H  -1.45  5.50  -2.17
H  -0.57  4.87  -0.78
H  0.25  4.54  -3.72
H  -0.46  3.29  -2.72
H  1.93  2.92  -2.84
H  1.48  3.32  -1.20
H  3.57  4.42  -1.82
H  2.34  5.60  -1.43
H  3.60  6.34  -3.36
H  1.95  6.02  -3.85
H  4.32  4.13  -4.30
H  3.57  5.14  -5.53
H  2.67  3.80  -4.82

=====

Entry 4:
# C24H47N2O5PSSiYb

A molecular structure, C24H47N2O5PSSiYb in a non-equilibrium geometry (the ωB97M-V functional and the def2-TZVPD basis, the OMol25 dataset).

Results
<S²>: 2.037
Multiplicity: 3
E_tot: -98392.6057 eV
Net charge: +2

Element x y z (Å)
C  -3.62  -2.69  1.18
C  -4.41  -2.01  0.07
N  -3.69  -1.48  -0.93
C  -4.36  -1.00  -2.04
C  -5.79  -0.93  -2.01
C  -6.51  -1.43  -0.95
C  -5.81  -2.01  0.12
C  -3.63  -0.62  -3.18
P  -1.86  -0.59  -3.33
H  -6.30  -2.42  1.00
H  -6.27  -0.47  -2.87
H  -7.60  -1.36  -0.92
C  -2.44  -0.80  2.16
C  -1.28  -2.94  1.91
H  -4.22  -0.27  -4.04
H  -3.44  -3.75  0.91
H  -4.22  -2.66  2.11
C  -1.64  1.12  -3.99
C  -1.72  -1.54  -4.90
H  -0.57  1.33  -4.14
H  -2.17  1.18  -4.95
H  -2.06  1.83  -3.26
H  -0.67  -1.76  -5.11
H  -2.30  -2.47  -4.79
H  -2.15  -0.93  -5.70
H  -1.47  -3.22  2.96
H  -1.28  -3.86  1.30
H  -0.29  -2.46  1.86
H  -2.70  -1.02  3.21
H  -1.51  -0.21  2.13
H  -3.25  -0.20  1.73
C  0.74  -1.82  -2.33
O  1.69  -2.15  -2.88
Yb  -1.18  -1.45  -0.59
O  -1.81  -3.60  -1.65
H  -1.31  -3.91  -2.43
H  -2.75  -3.64  -1.93
N  -2.31  -2.04  1.39
C  2.05  2.11  4.23
C  1.59  2.71  2.90
C  0.43  3.67  3.20
C  2.71  3.46  2.21
O  1.09  1.60  2.09
Si  1.11  0.99  0.57
S  -0.63  1.23  -0.44
O  2.47  1.59  -0.15
C  2.91  2.24  -1.36
C  1.96  3.37  -1.70
C  4.30  2.80  -1.08
C  3.01  1.22  -2.49
O  1.32  -0.68  0.75
C  2.46  -1.26  1.52
C  2.75  -2.60  0.85
C  3.69  -0.37  1.45
C  2.08  -1.44  2.98
H  2.37  2.90  4.91
H  2.89  1.42  4.09
H  1.21  1.58  4.70
H  0.79  4.45  3.89
H  0.06  4.15  2.29
H  -0.39  3.14  3.69
H  3.55  2.80  1.95
H  2.35  3.98  1.31
H  3.11  4.24  2.88
H  1.97  4.13  -0.91
H  2.28  3.85  -2.64
H  0.93  3.01  -1.83
H  4.71  3.24  -1.99
H  4.26  3.58  -0.31
H  4.98  2.00  -0.75
H  3.65  0.38  -2.20
H  2.03  0.85  -2.80
H  3.48  1.70  -3.37
H  3.10  -2.43  -0.18
H  3.53  -3.12  1.40
H  1.85  -3.23  0.82
H  3.59  0.55  2.04
H  4.54  -0.92  1.89
H  3.98  -0.13  0.42
H  1.87  -0.49  3.48
H  1.22  -2.11  3.11
H  2.94  -1.92  3.50

=====

What is the multiplicity in the fourth record?
3

=====

net charge of number 4 (C24H47N2O5PSSiYb)?
+2

=====

What is the E_tot in the fourth record?
-98392.6057 eV